(1)
A structure of composition C38H30N7O3PdS. Source: the Open Molecules 2025 dataset; level of theory: wB97M-V/def2-TZVPD.

As for the relative energy (zero: lowest compared OMol25 entry of this formula, charge and spin): 0.1772 eV. Its lowest unoccupied orbital energy (alpha / beta) is -8.25 / -12.80 eV. As for the orbital gap (alpha / beta): 8.18 / 3.63 eV. As for the multiplicity: 5. The total charge is +3. The molar mass is 771.19 g mol⁻¹. Its strongest force on any atom is 4.22 eV/Å. The value obtained for the highest occupied orbital energy (alpha / beta) is -16.43 / -16.43 eV.

Cartesian coordinates (Å):
Pd1 -18.8505 -4.3724 -3.1938
O1 -23.8048 -6.8065 2.5020
C1 -23.7606 -7.5831 1.6504
O2 -23.6099 -8.2932 0.7500
C2 -21.7310 -5.5787 0.2978
C3 -21.0445 -6.4808 -0.4541
C4 -19.9845 -6.0928 -1.2830
N1 -19.7586 -4.7657 -1.3886
C5 -20.2834 -3.8785 -0.5132
C6 -21.3480 -4.2926 0.3019
C7 -19.9409 -2.4034 -0.5264
C8 -21.0000 -1.4787 -0.5686
C9 -20.7700 -0.1348 -0.4625
C10 -19.4544 0.2626 -0.1235
C11 -18.4661 -0.6939 -0.2442
N2 -18.6867 -1.9798 -0.4971
C12 -19.1895 -6.9819 -2.1149
C13 -19.3412 -8.3897 -2.0283
C14 -18.8247 -9.1446 -3.0497
C15 -17.9169 -8.5864 -3.9647
C16 -17.8008 -7.2238 -3.9625
N3 -18.3652 -6.4522 -3.0285
H1 -21.3158 -7.5354 -0.3498
H2 -21.9070 -3.5171 0.8212
H3 -22.0033 -1.8078 -0.8011
H4 -21.5558 0.6005 -0.5834
H5 -19.1692 1.2736 0.1812
H6 -17.4178 -0.3554 -0.1604
H7 -20.0667 -8.7661 -1.3175
H8 -19.0792 -10.1794 -3.1750
H9 -17.2862 -9.2015 -4.6000
H10 -17.1137 -6.7302 -4.6537
C17 -20.0944 -1.0720 -4.7728
C18 -20.9257 -2.3038 -4.4154
N4 -20.5725 -3.5899 -4.2834
C19 -21.7536 -4.3347 -4.1947
C20 -22.8123 -3.4881 -4.2313
N5 -22.2975 -2.1751 -4.3267
H11 -19.9124 -1.1637 -5.8280
H12 -19.2220 -1.1503 -4.1651
H13 -20.7045 -0.1840 -4.5076
H14 -21.6394 -5.4029 -4.0978
H15 -23.8607 -3.6879 -4.1653
H16 -22.8362 -1.3301 -4.4710
O3 -17.6720 -4.1575 -5.5591
S1 -18.3961 -4.8209 -6.7648
C21 -18.8017 -3.5481 -7.9844
C22 -18.1343 -2.3173 -8.0384
C23 -18.2444 -1.5629 -9.1897
C24 -19.0464 -1.9578 -10.2581
C25 -19.8023 -3.1457 -10.1540
C26 -19.7281 -3.9003 -8.9619
C27 -17.0641 -5.5796 -7.7117
C28 -15.7084 -5.4096 -7.3676
C29 -14.7391 -5.9783 -8.1655
C30 -15.1097 -6.6991 -9.3277
C31 -16.4392 -6.9197 -9.5819
C32 -17.4619 -6.3766 -8.7562
H17 -17.5841 -1.9611 -7.1596
H18 -17.6520 -0.6600 -9.2721
H19 -19.1778 -1.3292 -11.1325
H20 -20.4790 -3.4654 -10.9299
H21 -20.3573 -4.8253 -8.8192
H22 -15.4293 -4.7140 -6.5907
H23 -13.6724 -5.8793 -7.8184
H24 -14.3479 -7.1129 -9.9862
H25 -16.7827 -7.4567 -10.4282
H26 -18.5184 -6.5049 -8.8924
N6 -14.2270 -0.1785 -4.1531
C33 -14.7489 -1.0266 -3.5424
C34 -15.3145 -2.0753 -2.7687
C35 -14.7918 -2.3818 -1.4668
C36 -15.3871 -3.4112 -0.7991
C37 -16.4843 -4.0860 -1.3596
N7 -16.9458 -3.8335 -2.5863
C38 -16.3648 -2.8123 -3.3033
H27 -13.9281 -1.8214 -1.0758
H28 -15.1373 -3.6268 0.2139
H29 -16.9378 -4.9017 -0.8145
H30 -16.7098 -2.6358 -4.3454

Atoms 1-3, force components in eV/Å:
0.8343 0.6706 -1.3439
-0.3385 0.0781 0.3927
0.5020 0.4529 0.0136

(2)
A structure of composition C38H31ClN2O2PYb. Source: the Open Molecules 2025 dataset; level of theory: wB97M-V/def2-TZVPD.

Its lowest unoccupied orbital energy (alpha / beta) is 0.23 / -0.50 eV. As for the orbital gap (alpha / beta): 7.70 / 6.97 eV. As for the multiplicity: 2. The molar mass is 787.14 g mol⁻¹. Its strongest force on any atom is 4.06 eV/Å. The value obtained for the highest occupied orbital energy (alpha / beta) is -7.47 / -7.47 eV.

Cartesian coordinates (Å):
C1 1.3716 0.0417 2.3576
C2 1.3025 1.4055 1.9861
C3 0.0800 1.9312 2.4900
H1 2.0685 1.9637 1.4553
C4 -0.6041 0.8844 3.1758
C5 0.2053 -0.2878 3.1009
H2 -0.0265 -1.2586 3.5392
H3 2.2103 -0.6245 2.1576
H4 -0.2456 2.9642 2.4198
H5 -1.5833 0.9603 3.6352
Yb1 -0.8546 -0.2107 0.8661
Cl1 -3.3244 0.0442 1.0876
P1 -0.3555 3.3319 -1.0542
C6 -1.2786 4.4033 0.0237
C7 -0.8689 5.7415 0.1409
H6 0.0178 6.0818 -0.3965
C8 -1.5987 6.6137 0.9381
H7 -1.2864 7.6560 1.0159
C9 -2.7315 6.1534 1.6216
H8 -3.3106 6.8466 2.2320
C10 -3.1246 4.8110 1.5281
H9 -4.0107 4.4610 2.0642
C11 -2.3906 3.9222 0.7525
H10 -2.6578 2.8582 0.7037
C12 1.2996 3.8992 -1.3432
C13 2.1085 4.3221 -0.2622
H11 1.6943 4.3640 0.7462
C14 3.4325 4.6739 -0.4984
H12 4.0534 5.0280 0.3300
C15 3.9677 4.5839 -1.7911
H13 5.0030 4.8756 -1.9722
C16 3.1759 4.1207 -2.8520
H14 3.5943 4.0505 -3.8582
C17 1.8555 3.7524 -2.6315
H15 1.2391 3.3519 -3.4358
C18 -1.2771 2.9824 -2.5329
C19 -1.9380 4.0801 -3.1074
H16 -1.9203 5.0418 -2.5954
C20 -2.5973 3.9161 -4.3186
H17 -3.0849 4.7755 -4.7794
C21 -2.6200 2.6574 -4.9350
H18 -3.1221 2.5414 -5.8940
C22 -2.0149 1.5504 -4.3263
H19 -2.0504 0.5710 -4.8124
C23 -1.3608 1.6929 -3.1039
H20 -0.9244 0.8351 -2.5844
O1 -1.0224 -1.4895 -1.1750
C24 -0.2353 -2.3055 -0.6365
N1 -0.1249 -3.6678 -0.8549
C25 0.4834 -4.2734 0.3054
C26 1.2365 -3.0630 0.8991
O2 2.1936 -3.0705 1.6731
N2 0.6320 -1.9523 0.3691
C27 -0.5807 -4.7076 1.3224
C28 -0.3108 -4.5684 2.6902
C29 -1.2940 -4.8780 3.6372
C30 -2.5292 -5.3797 3.2168
C31 -2.7798 -5.5611 1.8526
C32 -1.8120 -5.2170 0.8995
C33 1.5029 -5.3072 -0.0570
C34 1.6797 -6.4529 0.7178
C35 2.8512 -7.1994 0.5663
C36 3.7934 -6.8228 -0.3972
C37 3.5576 -5.7305 -1.2468
C38 2.3870 -4.9844 -1.0880
H21 -0.8339 -4.1144 -1.4321
H22 0.6689 -4.2080 3.0132
H23 -1.0660 -4.7244 4.6960
H24 -3.2899 -5.6312 3.9560
H25 -3.7291 -5.9762 1.5115
H26 -2.0187 -5.3508 -0.1595
H27 0.9254 -6.7175 1.4632
H28 3.0177 -8.0575 1.2138
H29 4.7304 -7.3848 -0.4890
H30 4.2733 -5.4447 -2.0164
H31 2.1767 -4.1198 -1.7337

Atoms 1-3, force components in eV/Å:
0.3081 0.1866 0.1086
-0.5742 -0.5265 0.1283
-0.3179 -0.6876 -0.0375

(3)
A structure of composition C38H31I2MgN6O4S. Source: the Open Molecules 2025 dataset; level of theory: wB97M-V/def2-TZVPD.

As for the relative energy (zero: lowest compared OMol25 entry of this formula, charge and spin): 0.5047 eV. Its lowest unoccupied orbital energy is 1.49 eV. As for the orbital gap: 5.13 eV. The total charge is -1. The molar mass is 945.88 g mol⁻¹. Its strongest force on any atom is 0.53 eV/Å. The value obtained for the highest occupied orbital energy is -3.64 eV.

Cartesian coordinates (Å):
Mg1 0.7542 0.5144 0.0982
C1 3.7392 3.7210 0.3222
C2 3.7872 4.1356 1.6504
C3 2.9741 3.5172 2.5682
C4 2.1191 2.4752 2.1719
N1 2.0784 2.0748 0.8829
C5 2.8764 2.7002 -0.0036
N2 1.3272 1.9501 3.1811
C6 0.6589 0.8514 3.0756
N3 0.6297 -0.0450 2.0497
C7 -0.2273 -1.0733 2.3833
N4 -0.4952 -2.1458 1.7346
C8 0.0087 -2.4296 0.4653
C9 0.0284 -3.7797 0.1008
C10 0.4958 -4.1448 -1.1413
C11 0.8877 -3.1543 -2.0345
C12 0.8039 -1.8435 -1.6266
N5 0.4118 -1.4779 -0.3956
C13 -0.8047 -0.8021 3.7272
C14 -1.7363 -1.4853 4.4816
C15 -2.0890 -0.9396 5.7124
C16 -1.5064 0.2436 6.1640
C17 -0.5658 0.9207 5.3942
C18 -0.2371 0.3820 4.1672
H1 4.3456 4.1833 -0.4444
H2 4.4517 4.9357 1.9538
H3 2.9613 3.8046 3.6100
H4 2.7954 2.3494 -1.0253
H5 -0.3307 -4.5040 0.8177
H6 0.5306 -5.1884 -1.4282
H7 1.2228 -3.3962 -3.0333
H8 1.0296 -1.0270 -2.3011
H9 -2.1710 -2.4058 4.1137
H10 -2.8306 -1.4354 6.3263
H11 -1.7936 0.6412 7.1298
H12 -0.1045 1.8374 5.7390
I1 1.6657 3.0468 -4.2716
C19 0.2280 3.3464 -2.7861
C20 -0.5946 4.4789 -2.8648
C21 -1.5432 4.7151 -1.9107
I2 -2.7385 6.4297 -2.1051
C22 -1.7102 3.8226 -0.8246
C23 -2.6710 3.9558 0.2009
C24 -2.7551 3.0162 1.1869
C25 -1.8547 1.9415 1.1851
N6 -0.9368 1.7939 0.2635
C26 -0.8596 2.6969 -0.7527
C27 0.1409 2.4053 -1.7648
O1 0.8816 1.3539 -1.6726
H13 -0.4738 5.1624 -3.6936
H14 -3.3445 4.8023 0.1929
H15 -3.4989 3.0918 1.9681
H16 -1.9043 1.1864 1.9613
C28 3.4495 -1.8631 1.4372
C29 4.1689 -0.7729 0.6712
O2 3.4830 -0.5015 -0.5465
C30 4.3550 -0.0077 -1.5534
C31 3.6304 0.0263 -2.8795
H17 3.9871 -2.0813 2.3622
H18 3.3894 -2.7712 0.8346
H19 2.4408 -1.5450 1.6918
H20 5.1891 -1.0972 0.4391
H21 4.2382 0.1445 1.2692
H22 5.2300 -0.6659 -1.6147
H23 4.7162 0.9916 -1.2781
H24 3.4645 -0.9865 -3.2520
H25 4.2210 0.5790 -3.6122
H26 2.6656 0.5248 -2.7704
O3 -6.3973 -5.2931 -2.8372
C32 -5.0981 -5.1524 -3.2357
O4 -4.5686 -6.0990 -3.7644
C33 -4.4549 -3.8518 -2.9796
C34 -5.0823 -2.7629 -2.3574
C35 -4.4166 -1.5773 -2.1368
C36 -3.0640 -1.3956 -2.5231
S1 -2.2228 0.0760 -2.2224
C37 -2.4521 -2.5010 -3.1636
C38 -3.1265 -3.6816 -3.3819
H27 -6.6986 -4.4684 -2.4390
H28 -6.1184 -2.8190 -2.0296
H29 -4.9183 -0.7466 -1.6578
H30 -1.4262 -2.3936 -3.4913
H31 -2.6402 -4.5132 -3.8782

Atoms 1-3, force components in eV/Å:
0.1394 0.0999 -0.2383
0.0179 0.0175 0.0394
0.0124 -0.0133 -0.0195